No. 1
Molecular formula: H17HgO9
Method: DFT, ωB97M-V/def2-TZVPD

Structure (XYZ):
```
27
H17HgO9 (ωB97M-V/def2-TZVPD)
Hg -0.04689 -0.43819 -0.21992
O -2.11530 0.02560 -1.09113
H -2.64187 -0.03950 -1.88792
O -1.05714 -2.25629 1.20835
H -1.04628 -3.17706 0.84113
H -1.90867 -1.93737 1.20621
O 2.50215 -0.24782 -0.30785
H 2.90863 0.31384 0.39511
H 3.23403 -0.69999 -0.71581
O 0.66156 1.83336 0.17018
H 0.74211 2.43492 -0.54616
H 1.09439 2.23891 0.97113
O 0.66708 -2.61182 -1.41984
H 0.81383 -3.47129 -1.07116
H 0.22116 -2.62828 -2.31551
O 1.12211 0.07827 2.34022
H 0.35670 0.51389 2.83394
H 1.86384 0.42128 2.81394
O -1.83373 2.58840 -0.51164
H -1.95232 1.64220 -0.64949
H -1.03219 2.56874 0.04562
O -1.52254 0.50112 1.72399
H -1.98565 0.03390 2.41254
H -1.62778 1.43629 1.96268
O 0.67493 0.10627 -2.44352
H 0.40192 0.88588 -2.93739
H 1.50592 -0.11528 -2.80771
```

## Properties
2S+1 = 1
Largest force on an atom = 4.2 eV/Å
Charge = +1
LUMO level = -0.145 hartree
E_HOMO = -12.1 eV
Energy relative to the best compared isomer or geometry (same formula, charge and spin) = 2.67 kcal per mole



No. 2
Molecular formula: H17NO7
Method: DFT, ωB97M-V/def2-TZVPD

Structure (XYZ):
```
25
H17NO7 (ωB97M-V/def2-TZVPD)
N -0.80858 -0.25487 -2.51567
H -0.72743 0.58575 -1.93430
H -1.59475 -0.08435 -3.13451
H -0.08020 -0.14855 -3.11137
O -1.15829 -2.07509 -0.41860
H -1.68389 -2.86880 -0.74294
H -1.07833 -1.48267 -1.23220
O 2.01125 1.66225 -2.04346
H 2.74826 2.07991 -1.58855
H 1.21688 2.02639 -1.60318
O -1.86774 0.35441 0.93308
H -1.97967 -0.57763 0.56514
H -1.28719 0.15548 1.73520
O 1.00586 -1.73361 1.89189
H 1.64188 -1.21442 1.28217
H 0.47066 -2.21703 1.22671
O -0.36261 2.16459 -0.15275
H -0.11823 2.69859 0.61961
H -0.78652 1.35370 0.21620
O 2.01160 0.13121 0.10758
H 1.99485 0.26285 -0.88085
H 1.56069 0.96597 0.44803
O -0.39783 -0.20343 3.40101
H 0.23096 -0.80500 3.00135
H -0.96159 -0.77563 3.93045
```

## Properties
2S+1 = 1
Largest force on an atom = 4.0 eV/Å
Charge = 0
LUMO level = 0.015 hartree
E_HOMO = -10.8 eV
Energy relative to the best compared isomer or geometry (same formula, charge and spin) = 1.85 kcal per mole



No. 3
Molecular formula: H17O8
Method: DFT, ωB97M-V/def2-TZVPD

Structure (XYZ):
```
25
H17O8 (ωB97M-V/def2-TZVPD)
O 1.74948 0.29788 -1.07030
H 2.35270 0.89259 -1.56019
H 1.92721 0.70457 -0.07443
O 1.74738 -2.07515 -0.81624
H 1.82492 -3.03746 -0.98492
H 1.39761 -1.97605 0.09683
O 0.01427 -0.66130 2.05495
H -0.89911 -1.00200 1.38404
H 0.34667 -0.98828 2.89066
O -1.85447 1.92447 0.78687
H -1.37246 2.49664 1.39276
H -1.10371 2.14281 -0.77868
O -0.99303 1.69170 -1.65340
H -0.92774 2.34824 -2.34997
H -0.56135 0.37974 -1.63672
O -1.80830 -1.04614 0.60478
H -2.41377 -1.72072 0.92360
H -1.97626 1.04906 1.17888
O 1.86619 0.72130 1.28994
H 2.30311 1.01434 2.09841
H 1.01304 0.21144 1.76645
O -0.95930 -0.67876 -1.62758
H -1.38802 -1.08637 -0.62268
H -1.80835 -0.80140 -2.07471
H 1.52331 -0.80114 -1.21838
```

## Properties
2S+1 = 2
Largest force on an atom = 2.2 eV/Å
Charge = 0
LUMO level (spin up / spin down) = 0.018 / 0.009 hartree
E_HOMO (spin up / spin down) = -2.6 / -10.7 eV
Energy relative to the best compared isomer or geometry (same formula, charge and spin) = 32.50 kcal per mole



No. 4
Molecular formula: H17O9
Method: DFT, ωB97M-V/def2-TZVPD

Structure (XYZ):
```
26
H17O9 (ωB97M-V/def2-TZVPD)
O -37.77626 -17.31772 41.46434
H -37.50214 -17.67661 42.36059
O -35.93848 -15.79414 40.58225
H -35.26488 -16.43007 40.11046
H -36.79152 -16.05009 40.93928
O -39.85860 -19.06035 42.36693
H -38.97693 -18.79695 41.91769
H -40.23190 -18.43702 43.04397
O -39.71229 -16.70013 39.59626
H -39.27967 -15.92705 39.22683
H -38.89006 -16.92392 40.20044
O -35.43761 -19.01465 43.09742
H -36.05688 -18.46588 43.70018
H -35.93105 -19.02676 42.22194
O -36.63743 -19.26074 40.02280
H -37.11147 -18.53224 40.59866
H -36.82675 -20.08815 40.49908
O -39.82930 -17.48917 44.17572
H -39.18085 -18.07441 44.76181
H -39.27816 -16.90131 43.73684
O -36.67634 -17.15702 44.58478
H -36.14668 -16.43793 44.20259
H -36.37359 -16.99643 45.45016
O -39.36091 -15.35131 42.60390
H -39.00825 -14.98213 43.49140
H -38.75531 -16.05610 42.16617
```

## Properties
2S+1 = 1
Largest force on an atom = 6.1 eV/Å
Charge = -1
LUMO level = 0.086 hartree
E_HOMO = -6.1 eV
Energy relative to the best compared isomer or geometry (same formula, charge and spin) = 64.47 kcal per mole



No. 5
Molecular formula: H17O9
Method: DFT, ωB97M-V/def2-TZVPD

Structure (XYZ):
```
26
H17O9 (ωB97M-V/def2-TZVPD)
O 0.09913 -0.06364 -0.59404
H 0.52066 0.21155 0.24329
O 1.46537 2.21762 -1.51058
H 1.00628 1.40493 -1.29845
H 2.24268 1.93536 -1.99260
O -1.69915 -2.01865 -0.41072
H -1.12444 -1.25801 -0.49653
H -2.53668 -1.72863 -0.77219
O -1.21192 -0.08218 -3.00439
H -1.92252 -0.68953 -2.79847
H -0.64702 -0.10300 -2.23194
O 1.38088 -1.47959 1.23371
H 2.19328 -1.02390 1.45412
H 1.06918 -1.04421 0.44029
O -0.64045 -0.63810 2.93951
H -1.37270 -0.36521 2.38674
H 0.02079 -0.95348 2.32345
O -2.07272 1.01195 0.85189
H -1.50855 0.57646 0.21292
H -2.51114 1.70198 0.35401
O 2.31179 -1.31250 -1.63497
H 2.39995 -1.97348 -0.94826
H 1.47960 -0.87915 -1.44553
O 0.20394 2.51175 2.38564
H -0.25516 1.69448 2.19192
H 1.10903 2.34708 2.12122
```

## Properties
2S+1 = 1
Largest force on an atom = 1.6 eV/Å
Charge = -1
LUMO level = 0.120 hartree
E_HOMO = -7.0 eV
Energy relative to the best compared isomer or geometry (same formula, charge and spin) = 10.88 kcal per mole



No. 6
Molecular formula: H17O9
Method: DFT, ωB97M-V/def2-TZVPD

Structure (XYZ):
```
26
H17O9 (ωB97M-V/def2-TZVPD)
O -2.22031 2.99687 1.13798
H 0.61828 -1.76793 1.11789
H -0.29489 -1.05801 2.80355
O 1.74119 -2.91566 -1.68092
H 2.02300 -2.02290 -2.05305
O -0.74579 0.59382 -0.57459
H -1.32280 0.56427 0.10223
H 0.52578 -0.28790 0.31841
O -0.60753 0.71256 -3.30357
H -1.33245 -0.61075 -1.58193
H -1.53234 0.49489 -3.53101
O -1.07488 -0.95808 3.40109
H -1.46025 2.97797 1.71337
H -0.53679 0.76287 -2.29687
O -1.13757 -1.65429 -1.84923
H 0.75599 2.58900 -1.61330
H -0.48258 -1.46164 -2.51974
O 1.06488 -0.88626 0.93014
H -0.93901 0.00595 3.39028
H 0.74779 -2.91358 -1.57622
O 1.80347 -0.13369 3.14819
H 1.22162 0.40455 3.51599
H 1.46559 -0.15405 2.18834
O 1.40475 2.04003 -1.17613
H 0.69834 1.67415 -0.57145
H -1.98098 2.44086 0.32981
```

## Properties
2S+1 = 1
Largest force on an atom = 6.3 eV/Å
Charge = -1
LUMO level = 0.109 hartree
E_HOMO = -6.6 eV
Energy relative to the best compared isomer or geometry (same formula, charge and spin) = 49.50 kcal per mole



No. 7
Molecular formula: H18NO7
Method: DFT, ωB97M-V/def2-TZVPD

Structure (XYZ):
```
26
H18NO7 (ωB97M-V/def2-TZVPD)
N -0.20863 0.28175 0.04815
H -0.30974 -0.28546 -0.78140
H -1.08816 0.76394 0.16649
H 0.59659 0.87127 -0.10740
H -0.16369 -0.34802 0.83649
O 3.69471 -0.48479 0.10016
H 3.13107 0.24546 -0.15534
H 3.49113 -0.63341 1.02358
O 2.06455 1.71554 0.19869
H 2.20318 2.35565 0.89674
H 2.08657 2.23107 -0.60752
O -0.56430 -0.85205 -2.27338
H -0.58426 -1.75943 -1.96924
H -0.05870 -0.88225 -3.08559
O -3.21692 0.08549 -2.63241
H -2.91332 0.96428 -2.85998
H -2.42011 -0.39066 -2.39872
O 0.77010 -2.32502 1.17024
H 0.19515 -3.08929 1.13084
H 1.62042 -2.67766 1.43262
O -2.56705 1.86020 0.42305
H -2.71892 2.27322 -0.42700
H -2.46661 2.59254 1.03117
O -0.12875 -0.45908 2.87230
H 0.31564 -1.21310 2.48475
H -0.75997 -0.84016 3.48269
```

## Properties
2S+1 = 1
Largest force on an atom = 1.4 eV/Å
Charge = +1
LUMO level = -0.121 hartree
E_HOMO = -14.2 eV
Energy relative to the best compared isomer or geometry (same formula, charge and spin) = 50.08 kcal per mole



No. 8
Molecular formula: H18NO7
Method: DFT, ωB97M-V/def2-TZVPD

Structure (XYZ):
```
26
H18NO7 (ωB97M-V/def2-TZVPD)
N 0.18449 -0.51779 -0.30305
H 0.38325 0.05705 -1.10937
H -0.67564 -1.02766 -0.44554
H 0.12060 0.02468 0.54651
H 0.92937 -1.19547 -0.22552
O -4.79306 2.64592 1.29426
H -5.25024 2.79627 2.12167
H -5.09016 1.78169 1.00951
O 1.85847 1.61018 3.54758
H 2.72951 1.33292 3.83156
H 1.37599 1.75637 4.36126
O -3.36323 -1.24597 3.50268
H -3.82873 -0.55525 3.97433
H -4.03332 -1.65746 2.95689
O 3.83796 -3.81714 -0.88512
H 4.61890 -3.59847 -1.39359
H 4.07645 -4.61263 -0.40915
O -3.35189 -3.23131 -2.48658
H -3.89775 -3.70748 -1.86086
H -3.87784 -3.19587 -3.28555
O 1.35109 2.15163 -4.01475
H 1.86183 1.63908 -4.64138
H 0.86232 2.77281 -4.55463
O 5.01422 3.13886 -0.41414
H 4.61096 3.14905 -1.28219
H 4.34639 3.50599 0.16505
```

## Properties
2S+1 = 1
Largest force on an atom = 0.7 eV/Å
Charge = +1
LUMO level = -0.139 hartree
E_HOMO = -13.6 eV
Energy relative to the best compared isomer or geometry (same formula, charge and spin) = 78.51 kcal per mole



No. 9
Molecular formula: H18O9
Method: DFT, ωB97M-V/def2-TZVPD

Structure (XYZ):
```
27
H18O9 (ωB97M-V/def2-TZVPD)
O -0.37255 0.14215 0.24424
H 0.50299 0.40034 -0.05142
H -0.32809 -0.65932 -0.02286
O 2.91593 -0.04104 0.53052
H 3.01650 -0.74801 1.16115
H 2.65542 0.84388 1.10969
O -0.70040 2.78955 -2.42083
H 0.02806 2.34678 -1.87901
H -0.30231 3.67296 -2.42403
O -2.35852 -1.93591 0.87835
H -2.82067 -1.29354 0.30541
H -2.87909 -1.70020 1.70898
O 1.85820 1.43710 -1.37499
H 2.19771 2.34454 -1.14032
H 2.33497 0.92646 -0.86408
O -0.77945 -1.59686 -2.50109
H -0.95190 -2.34542 -3.19485
H 0.16741 -1.81278 -2.52354
O -2.47550 1.06230 -1.05846
H -1.85135 0.80794 -0.43832
H -2.27620 1.84949 -1.45087
O -0.26876 0.50236 2.90564
H -0.05583 -0.47541 2.97934
H -0.26276 0.42794 2.01508
O 0.76912 -2.28428 2.88067
H 1.67106 -2.35448 2.64364
H 0.56602 -2.30652 1.98198
```

## Properties
2S+1 = 1
Largest force on an atom = 9.6 eV/Å
Charge = 0
LUMO level = -0.017 hartree
E_HOMO = -10.1 eV
Energy relative to the best compared isomer or geometry (same formula, charge and spin) = 114.33 kcal per mole



No. 10
Molecular formula: H18O9
Method: DFT, ωB97M-V/def2-TZVPD

Structure (XYZ):
```
27
H18O9 (ωB97M-V/def2-TZVPD)
O -1.68181 -2.40921 -0.51295
H -1.86095 -3.34867 -0.47353
H -0.74611 -2.33524 -0.32529
O 2.23264 1.64984 3.25068
H 1.52205 2.06541 3.73915
H 2.11613 1.95529 2.35104
O 2.47607 2.01017 0.22956
H 2.34518 2.22653 -0.69363
H 2.98128 2.74434 0.57883
O 3.93932 -0.28629 -0.57928
H 3.24108 0.01186 0.00365
H 4.05167 0.42945 -1.20485
O 0.06748 0.40192 -0.62760
H 0.48731 0.89386 0.07807
H -0.86867 0.56112 -0.50716
O -2.21790 -1.52657 -3.20495
H -2.26007 -1.43074 -2.25350
H -3.01314 -1.10034 -3.52457
O 1.26473 -2.14417 -0.55426
H 1.76591 -1.93452 -1.34235
H 0.75326 -1.35451 -0.37798
O -2.81438 -0.63327 2.27585
H -1.87322 -0.69441 2.43929
H -2.88315 -0.42574 1.34395
O -2.85882 1.36993 0.27200
H -2.48193 2.11206 -0.20069
H -3.68385 1.19182 -0.17949
```

## Properties
2S+1 = 1
Largest force on an atom = 0.8 eV/Å
Charge = 0
LUMO level = -0.012 hartree
E_HOMO = -10.9 eV
Energy relative to the best compared isomer or geometry (same formula, charge and spin) = 56.33 kcal per mole



No. 11
Molecular formula: H18O9
Method: DFT, ωB97M-V/def2-TZVPD

Structure (XYZ):
```
27
H18O9 (ωB97M-V/def2-TZVPD)
O 3.38880 3.47502 2.54922
H 2.60612 3.98164 2.33248
H 3.35213 2.71594 1.96727
O -1.98823 1.44369 3.61487
H -1.65385 0.84944 2.94310
H -1.71921 1.04568 4.44280
O 3.94728 -0.10306 -0.72725
H 4.75310 -0.55969 -0.96884
H 3.89470 0.63104 -1.33927
O -2.90639 -5.61358 -1.72980
H -3.66436 -5.02975 -1.75924
H -3.00059 -6.16837 -2.50412
O -4.30470 1.31978 -1.29115
H -5.04469 1.31175 -0.68404
H -3.57470 0.96406 -0.78442
O -0.36536 -0.79363 0.14576
H -0.40257 -1.73885 -0.00053
H 0.54202 -0.55665 -0.04590
O 2.37266 3.49050 -2.92481
H 2.67385 3.57895 -3.82908
H 1.49582 3.87444 -2.92528
O -0.66646 4.78283 0.95879
H -1.27128 4.07906 1.19355
H -0.95239 5.06516 0.09001
O 0.92665 -7.32486 0.80286
H 0.23777 -6.84405 0.34405
H 1.32390 -7.87650 0.12898
```

## Properties
2S+1 = 1
Largest force on an atom = 0.4 eV/Å
Charge = 0
LUMO level = 0.006 hartree
E_HOMO = -11.1 eV
Energy relative to the best compared isomer or geometry (same formula, charge and spin) = 68.72 kcal per mole



No. 12
Molecular formula: H18O9
Method: DFT, ωB97M-V/def2-TZVPD

Structure (XYZ):
```
27
H18O9 (ωB97M-V/def2-TZVPD)
O -0.36007 -3.40949 -1.30726
H 0.10671 -3.80026 -0.67649
H -1.08404 -3.92557 -1.24276
O 0.51860 1.25876 2.71860
H -0.10377 1.96425 2.66654
H 1.39894 1.31060 2.44174
O -0.78721 -0.80406 2.84208
H -1.41464 -0.18723 2.95141
H 0.11866 -0.31359 2.88893
O -1.41139 -0.58540 -0.38832
H -0.75844 -0.96091 0.23155
H -0.84055 -0.45666 -1.21015
O -0.71963 3.73610 -1.07444
H -0.63470 3.89688 -2.02030
H -0.44775 4.43411 -0.53018
O -4.03683 -2.27318 0.88258
H -3.27322 -2.17900 1.48435
H -3.60300 -1.88272 0.23739
O 4.02429 -1.09801 0.11370
H 4.49390 -1.58522 -0.42071
H 3.40106 -0.46734 -0.12213
O 2.00397 2.43626 -0.83268
H 1.28087 2.93475 -0.63181
H 1.76332 1.74534 -1.34150
O 0.56525 0.61640 -2.74591
H 0.13543 -0.27759 -2.88582
H 1.08532 0.73124 -3.48680
```

## Properties
2S+1 = 1
Largest force on an atom = 7.4 eV/Å
Charge = 0
LUMO level = 0.002 hartree
E_HOMO = -10.7 eV
Energy relative to the best compared isomer or geometry (same formula, charge and spin) = 122.37 kcal per mole